# 1
{"formula": "C7H3BF4NO5S4W", "method": "ωB97M-V/def2-TZVPD", "symbols": ["W", "O", "C", "C", "C", "N", "C", "C", "C", "O", "O", "C", "O", "O", "H", "H", "H", "S", "S", "S", "S", "F", "B", "F", "F", "F"], "positions_angstrom": [[-0.770, 0.557, 0.528], [3.095, -4.108, -0.948], [2.214, -3.141, -0.602], [0.891, -3.159, -1.037], [0.071, -2.127, -0.644], [0.536, -1.129, 0.097], [1.778, -1.136, 0.573], [2.665, -2.133, 0.247], [1.988, -0.024, 1.568], [2.996, 0.070, 2.218], [0.918, 0.723, 1.658], [-1.432, -2.058, -0.831], [-2.009, -2.914, -1.465], [-1.946, -1.074, -0.166], [2.666, -4.741, -1.534], [0.469, -3.956, -1.636], [3.665, -2.124, 0.654], [-1.644, -0.473, 2.526], [-1.872, 1.573, 2.384], [-2.231, 1.829, -0.735], [-0.861, 0.853, -1.877], [1.410, 3.456, -1.605], [1.658, 2.687, -0.493], [2.139, 1.420, -0.833], [0.315, 2.468, 0.171], [2.450, 3.313, 0.434]], "de_lowest_ev": 0.294, "largest_force_ev_per_a": 0.2, "total_charge": -1, "spin_multiplicity": 1, "total_energy_ha": -2784.1692, "homo_ev": [-4.96, -4.96]}

# 2
{"formula": "C7H48Cl3NO22", "method": "ωB97M-V/def2-TZVPD", "symbols": ["O", "Cl", "Cl", "Cl", "O", "C", "N", "C", "C", "C", "C", "C", "C", "H", "H", "H", "H", "H", "H", "H", "H", "O", "H", "H", "O", "H", "H", "O", "H", "H", "O", "H", "H", "O", "H", "H", "O", "H", "H", "O", "H", "H", "O", "H", "H", "O", "H", "H", "O", "H", "H", "O", "H", "H", "O", "H", "H", "O", "H", "H", "O", "H", "H", "O", "H", "H", "O", "H", "H", "O", "H", "H", "O", "H", "H", "O", "H", "H", "O", "H", "H"], "positions_angstrom": [[-0.675, 0.121, -1.930], [-0.058, 2.089, 2.571], [-1.744, 2.753, 0.134], [2.106, -0.133, 2.524], [1.936, 0.853, 0.180], [0.085, 0.893, -1.389], [0.532, 1.982, -2.161], [-0.990, -1.108, 1.534], [-1.634, 0.304, 1.155], [0.300, -1.367, 0.704], [-0.652, 1.465, 0.985], [1.304, -0.179, 0.895], [0.508, 0.888, 0.101], [1.304, 2.572, -1.899], [0.613, 1.832, -3.184], [-1.669, -1.984, 1.521], [-0.603, -1.099, 2.579], [-2.219, 0.200, 0.213], [-2.340, 0.449, 1.974], [0.143, -1.582, -0.337], [0.748, -2.261, 1.102], [1.463, 4.666, -1.150], [0.729, 4.715, -0.455], [1.031, 4.655, -2.065], [3.676, 3.475, -2.368], [4.394, 3.406, -1.658], [2.937, 4.067, -2.012], [-4.640, 2.085, 1.189], [-5.286, 2.837, 1.395], [-3.867, 2.470, 0.661], [-2.987, -3.023, 3.272], [-2.416, -3.625, 2.693], [-3.235, -3.534, 4.110], [-1.813, -4.753, 1.268], [-1.767, -4.397, 0.322], [-2.287, -5.646, 1.246], [0.087, 3.948, 5.247], [0.968, 3.643, 4.854], [0.275, 4.388, 6.138], [-2.498, -1.025, -3.708], [-1.997, -0.674, -2.901], [-2.458, -2.036, -3.688], [0.801, -5.620, 1.918], [1.232, -4.954, 2.546], [-0.105, -5.257, 1.648], [3.447, -3.960, 1.892], [3.288, -4.530, 1.071], [4.270, -3.394, 1.728], [-3.982, -2.072, -0.446], [-2.974, -2.153, -0.437], [-4.338, -2.641, -1.203], [0.398, 1.875, -5.211], [1.068, 1.121, -5.286], [-0.499, 1.534, -5.531], [4.930, 0.332, -0.809], [4.238, 0.875, -0.309], [5.837, 0.748, -0.645], [0.071, -1.690, 5.668], [0.326, -1.798, 6.642], [-0.623, -0.956, 5.604], [1.388, -3.725, 3.667], [2.178, -3.662, 3.038], [1.327, -2.859, 4.185], [3.691, 1.137, -4.002], [3.765, 1.958, -3.416], [4.557, 0.618, -3.928], [1.090, 4.332, -3.983], [1.213, 3.439, -4.442], [0.817, 5.012, -4.681], [-5.465, -0.539, 1.302], [-4.928, 0.314, 1.386], [-4.934, -1.192, 0.741], [-1.796, -3.709, -1.158], [-0.969, -3.819, -1.730], [-2.566, -4.170, -1.625], [2.168, -0.291, -5.505], [2.437, -0.162, -6.472], [2.828, 0.211, -4.925], [-0.498, 5.670, 0.634], [-0.539, 6.615, 0.995], [-0.453, 5.034, 1.420]], "largest_force_ev_per_a": 2.6, "total_charge": 0, "spin_multiplicity": 1, "total_energy_ha": -3385.9671, "homo_ev": -9.09}

# 3
{"formula": "C7H4Br3FO", "method": "ωB97M-V/def2-TZVPD", "symbols": ["C", "C", "C", "C", "C", "C", "C", "O", "F", "Br", "Br", "Br", "H", "H", "H", "H"], "positions_angstrom": [[1.223, 0.034, -0.029], [0.400, -0.935, 0.414], [-1.020, -0.941, 0.090], [-1.661, 0.134, -0.351], [0.988, -2.002, 1.260], [0.806, 1.182, -0.882], [-0.551, 1.694, -0.481], [2.140, -2.023, 1.598], [-1.130, 2.474, -1.396], [-2.000, -2.579, 0.263], [-3.431, 0.392, -0.794], [-0.602, 2.557, 1.249], [2.267, -0.042, 0.244], [0.284, -2.790, 1.570], [1.542, 1.989, -0.826], [0.744, 0.855, -1.928]], "de_lowest_ev": 0.153, "largest_force_ev_per_a": 4.2, "total_charge": 0, "spin_multiplicity": 1, "total_energy_ha": -8166.2143, "homo_ev": -9.21}

# 4
{"formula": "C7H4BrClF2", "method": "ωB97M-V/def2-TZVPD", "symbols": ["C", "C", "C", "C", "C", "C", "C", "F", "F", "Cl", "Br", "H", "H", "H", "H"], "positions_angstrom": [[1.039, 0.268, 1.122], [0.819, 1.253, 0.105], [0.895, -1.087, 0.930], [0.074, -0.544, -1.272], [0.355, 0.756, -1.137], [0.378, -1.482, -0.245], [-2.124, 0.718, 0.818], [0.295, 1.532, -2.179], [0.098, -2.832, -0.408], [-2.712, 2.144, 0.147], [-2.889, -0.872, 0.380], [1.789, 0.378, 2.015], [1.145, 2.281, 0.188], [1.139, -1.767, 1.775], [-0.300, -0.747, -2.239]], "de_lowest_ev": 0.387, "largest_force_ev_per_a": 4.1, "total_charge": 0, "spin_multiplicity": 1, "total_energy_ha": -3502.9267, "homo_ev": -8.67}

Question: What is the formula in the third record?
Answer: C7H4Br3FO